Entry 1:
C9H20N2P | ωB97M-V/def2-TZVPD

XYZ file:
```
32
Properties=species:S:1:pos:R:3
C 2.616 -0.817 -0.272
C 0.648 1.946 0.409
C 1.775 -0.203 0.564
C 2.762 -0.818 -1.723
C 2.168 -0.110 2.047
C -2.051 0.016 -1.585
C 0.537 0.493 0.108
C -0.754 -0.183 0.610
C -1.985 0.404 -0.078
N 0.330 2.615 -0.602
N -0.793 -1.545 0.332
P -3.662 -0.122 0.622
H 3.559 -1.365 0.245
H 0.993 2.288 1.390
H 3.462 0.091 -2.030
H 1.853 -0.692 -2.285
H 3.364 -1.668 -2.071
H 3.131 0.466 1.901
H 2.289 -1.143 2.470
H 1.410 0.526 2.622
H -2.201 0.954 -2.113
H -2.788 -0.778 -1.892
H -1.131 -0.534 -1.870
H 0.714 0.382 -1.056
H -0.800 0.076 1.721
H -1.885 1.452 -0.102
H 0.413 3.602 -0.542
H 0.253 -1.837 0.243
H -1.063 -1.574 -0.666
H -1.123 -2.165 1.076
H -4.519 0.517 -0.232
H -3.947 1.010 1.437
```

The SMILES is [H]/N=C/[C@@H](/C(C)=C\C)[C@H]([NH3+])[C@@H](C)P. For the calculated total energy, the calculation gives -805.4153 Eh. As for the total charge: +1.

Atomic partial charges in e from the Löwdin method, atoms 1 to 5:
1. C -0.150
2. C -0.171
3. C -0.345
4. C -0.103
5. C -0.045

=====

Entry 2:
C27H48F7O9P | ωB97M-V/def2-TZVPD

XYZ file:
```
92
Properties=species:S:1:pos:R:3
C 3.540 2.446 -1.598
C 2.463 3.329 -2.168
C 2.779 4.319 -3.249
C 1.164 3.262 -1.669
C 0.889 3.740 -0.257
C -0.486 4.381 -0.028
C -0.642 5.838 -0.486
C -1.967 6.408 0.075
C -0.475 6.102 -1.987
C -1.667 5.778 -2.906
P -2.137 3.997 -3.037
C -3.809 3.876 -2.222
C -3.884 2.553 -1.439
C -5.255 1.927 -1.383
F -6.217 2.854 -1.193
F -5.563 1.214 -2.481
F -5.299 1.064 -0.335
C -2.343 3.595 -4.862
F -1.150 3.101 -5.315
F -2.610 4.689 -5.640
C -3.369 2.501 -5.170
F -4.637 2.935 -5.028
F -3.124 1.430 -4.371
H 3.986 1.834 -2.378
H 4.337 3.021 -1.101
H 3.113 1.811 -0.828
H 3.810 4.262 -3.595
H 2.618 5.305 -2.810
H 2.055 4.214 -4.065
H 0.395 2.867 -2.321
H 1.687 4.412 0.051
H 0.932 2.876 0.427
H -0.609 4.400 1.058
H -1.288 3.734 -0.381
H 0.161 6.379 0.018
H -1.744 7.255 0.724
H -2.458 5.685 0.723
H -2.649 6.779 -0.683
H 0.432 5.659 -2.391
H -0.337 7.183 -2.092
H -1.385 6.101 -3.911
H -2.546 6.370 -2.664
H -3.835 4.688 -1.500
H -4.634 4.025 -2.913
H -3.598 2.761 -0.410
H -3.165 1.822 -1.797
H -3.211 2.171 -6.201
C 1.762 -1.904 1.195
C 1.341 -0.658 1.944
O 0.094 -0.139 1.455
C -0.991 -0.802 1.846
O -1.011 -1.763 2.572
O -2.051 -0.234 1.281
C -3.296 -0.896 1.532
H 1.790 -1.713 0.121
H 2.751 -2.229 1.522
H 1.061 -2.721 1.361
H 2.070 0.136 1.788
H 1.277 -0.836 3.017
H -3.467 -1.024 2.599
H -3.318 -1.861 1.027
H -4.072 -0.262 1.121
C -2.295 -8.335 0.138
C -3.383 -7.442 0.696
O -3.079 -6.995 2.024
C -2.171 -6.021 2.107
O -1.619 -5.490 1.179
O -1.981 -5.743 3.392
C -0.962 -4.763 3.637
H -2.102 -9.168 0.816
H -2.590 -8.732 -0.833
H -1.362 -7.788 0.017
H -4.313 -8.000 0.782
H -3.570 -6.586 0.048
H -1.144 -3.854 3.074
H 0.016 -5.175 3.389
H -0.989 -4.534 4.699
C 5.203 -6.683 1.967
C 5.254 -5.257 1.464
O 5.102 -4.308 2.532
C 6.176 -4.127 3.297
O 7.242 -4.666 3.166
O 5.860 -3.247 4.248
C 6.898 -3.020 5.204
H 4.290 -6.853 2.539
H 5.230 -7.381 1.130
H 6.046 -6.900 2.622
H 4.420 -5.072 0.790
H 6.173 -5.056 0.915
H 7.827 -2.739 4.715
H 7.047 -3.910 5.814
H 6.565 -2.203 5.838
```

The SMILES is CC(C)=CCC[C@H](C)CCP(CCC(F)(F)F)C(F)(F)C(F)F.CCOC(=O)OC.CCOC(=O)OC.CCOC(=O)OC. For the calculated total energy, the calculation gives -2775.1078 Eh. As for the total charge: 0.

Atomic partial charges in e from the Löwdin method, atoms 1 to 5:
1. C -0.065
2. C -0.342
3. C -0.064
4. C -0.106
5. C -0.180